[1]
ORCA calculation (the ωB97M-V functional and the def2-TZVPD basis) on a cluster of 4 separate species, C22H36F9N4O7 in total at a distorted geometry.

Geometry (Å):
1 H 5.7698 -0.4676 -1.0947
2 H 5.8990 -2.2048 -0.6944
3 C -4.1326 3.1464 3.6476
4 H -1.7430 1.9302 5.8218
5 H -7.1730 0.9046 0.1796
6 F -1.5160 2.8341 -5.2574
7 H -6.3147 0.6647 1.7086
8 H -1.5620 -2.1014 -2.0875
9 O -3.4998 3.6027 4.7302
10 C -3.8805 4.0737 2.4568
11 F -1.8970 3.5949 -3.2859
12 H 3.2185 5.8658 -2.4850
13 O -4.8258 2.1696 3.6214
14 H 4.0393 -4.8155 0.2442
15 H 3.2079 1.3789 -0.7662
16 C 0.3923 3.3340 -3.9165
17 N 4.7385 -3.6511 -2.3707
18 C 3.7969 -2.6296 -2.0677
19 O 5.0275 -0.8971 0.7445
20 C 2.2150 5.5208 -2.7365
21 F -4.2330 3.5115 1.2923
22 H 3.9645 -1.4018 2.4258
23 H 0.1944 -0.5617 -3.1696
24 N 2.4917 -2.5815 -2.5240
25 C 1.8758 -1.4540 -1.9769
26 C 5.2349 -1.3127 -0.5831
27 H -5.6938 -0.7383 -0.9371
28 H 2.0392 5.7136 -3.7956
29 H 5.2002 -2.6314 1.9978
30 O -5.3373 -1.6425 2.6263
31 F -4.5788 5.2161 2.5679
32 C -5.7663 -0.7291 0.1507
33 H 1.5320 0.9101 -0.3415
34 H -3.4407 3.5103 6.7642
35 C 2.7876 -0.7339 -1.1451
36 O 0.7095 3.6119 -2.6460
37 C 4.7300 -5.3012 -0.4964
38 F -2.5220 -2.9468 1.6984
39 F -2.5845 4.4178 2.3455
40 H 2.7651 3.4364 -2.9827
41 N 3.9413 -1.5479 -1.2758
42 H -0.9460 -2.5596 0.0938
43 H 3.1429 -5.1416 -2.0995
44 H 4.7834 -6.3893 -0.2705
45 C 2.5894 0.5482 -0.3288
46 H -3.0305 0.9371 5.1607
47 C 4.4530 -1.9256 1.5608
48 N -0.1768 -2.7857 -0.5407
49 H 4.7796 -5.7442 -2.6206
50 F -2.7814 -1.9690 3.6026
51 H 5.7430 -4.8330 -0.3990
52 O 1.1420 3.4270 -4.8437
53 C -0.4858 -2.3267 -1.9134
54 H -0.0653 -3.0974 -2.6097
55 H 0.1720 -0.3220 -1.3205
56 C -3.6916 2.8447 5.9386
57 H -0.0200 -3.7931 -0.5277
58 H -4.7400 2.5660 6.0558
59 C -2.9472 -1.8074 2.2877
60 C -6.2130 0.6376 0.6229
61 C -1.0528 2.8385 -4.0048
62 F -2.0867 -0.8391 1.9118
63 H 3.6478 -2.5196 1.0630
64 H 2.9338 0.4475 0.7309
65 C 2.0606 4.0486 -2.4158
66 H 2.1025 -3.2838 -3.1461
67 F -1.1714 1.5750 -3.5398
68 H 1.4864 6.1121 -2.1789
69 C 0.3935 -1.0123 -2.1719
70 C 4.2429 -5.0063 -1.9687
71 H 4.8562 -3.6130 -3.3882
72 C -4.3938 -1.4837 1.9111
73 O -4.4507 -1.0342 0.6530
74 C -2.7837 1.6322 5.9651
75 H -2.8739 1.1055 6.9156
76 H 2.2643 3.8799 -1.3575
77 H -5.4752 1.3953 0.3532
78 H -6.4778 -1.5070 0.4322

For the max |F|, the calculation gives 0.074 hartree/bohr. For the highest occupied orbital energy, the calculation gives -0.4535 Eh. The net charge is +1. Its HOMO-LUMO gap is 9.89 eV.

***

[2]
ORCA calculation (the ωB97M-V functional and the def2-TZVPD basis) on a structure of composition C43H39AsCl5CsN6OS at a distorted geometry.

Geometry (Å):
1 Cl -3.4233 3.5863 2.9166
2 C 3.5318 0.5571 -0.0398
3 C -3.1315 7.1952 -2.9291
4 C -1.7946 6.9933 -3.2419
5 H 5.2146 -0.8321 -5.5652
6 H -3.7899 2.5823 -3.3056
7 H 4.2561 -4.0732 -5.1156
8 C 1.5083 -3.8498 -1.0435
9 C -1.8275 -6.2243 2.1784
10 C 2.6318 -4.7175 -0.9508
11 H -3.7881 -6.4215 3.0683
12 H 2.3116 -2.5583 -4.1141
13 Cl -2.8441 4.7544 5.7699
14 C 2.4296 -3.1620 -3.2175
15 C -1.4058 -6.5953 0.8953
16 C -1.2622 -5.0734 2.7145
17 As -1.3484 2.1104 -2.7857
18 C 0.7411 3.3910 4.6354
19 C -1.1043 3.6645 -1.5458
20 N -3.4727 0.5019 -0.2449
21 H 4.3564 -2.1324 -1.5696
22 H -3.1326 -7.9203 2.4079
23 C 0.4438 2.9330 3.3547
24 N -0.2806 -1.4390 -1.7872
25 H -2.5223 -7.2809 3.9384
26 Cl 1.7932 2.2939 2.3857
27 H 4.4670 -5.4220 -1.7818
28 H -1.4961 3.3566 -0.5706
29 C 3.5516 0.1265 -4.6037
30 H -3.6497 8.0783 -3.2833
31 C -1.7895 4.9056 -2.0089
32 C -1.1319 5.8613 -2.7820
33 H -3.6539 4.3774 -1.1051
34 H -2.9219 1.9949 -4.7411
35 C -2.8708 -7.0032 2.9392
36 H -0.0831 5.7188 -3.0179
37 C -1.3902 -1.0456 -2.3891
38 C 0.6398 -3.2232 4.0216
39 Cs -0.8799 0.4485 0.2500
40 N 0.3430 -3.2670 2.7009
41 H -1.2627 7.7210 -3.8444
42 H -2.4349 -1.6777 -4.2711
43 H 2.7079 -5.3411 -0.0665
44 C -1.7803 3.5079 3.5653
45 H 0.0372 2.0487 -4.9569
46 H 0.9501 2.9080 -3.7087
47 C -0.0405 2.7890 -4.1566
48 H 5.7188 -2.2941 -3.6302
49 H -0.3388 3.7434 -4.5988
50 O 1.1650 0.7104 -1.1618
51 N 0.2275 -2.4093 -2.5702
52 S 2.1791 -0.3391 -0.8351
53 N 0.8313 -2.2241 2.0320
54 C -3.1353 5.1198 -1.7020
55 C 1.4328 -3.1121 -2.2599
56 C -2.8739 2.6699 -3.8838
57 H 1.8909 -0.5441 2.6701
58 H 3.2469 0.7579 0.9895
59 C 4.6159 -0.7642 -4.6644
60 C -1.6115 -1.7669 -3.5828
61 C -0.5473 -2.6360 -3.6570
62 C 4.6559 -3.9658 -4.1032
63 C 3.5580 -3.9648 -3.0695
64 H -4.8394 6.3990 -1.8988
65 Cl 2.3430 3.2815 5.3109
66 H -1.5519 -4.7644 3.7156
67 C -0.5296 -5.8060 0.1742
68 C -0.3328 -4.3144 2.0225
69 H -1.9861 -0.2584 -1.9467
70 H 5.2348 -3.0357 -4.0851
71 H -2.7540 3.6924 -4.2450
72 H -0.2580 -6.0743 -0.8413
73 H 0.3735 -4.0196 4.6953
74 N 0.6041 -3.6646 -0.0873
75 H -0.0258 3.8070 -1.4677
76 C -0.2854 3.9498 5.3911
77 C 4.1567 -1.4793 -2.4137
78 H 1.6914 -1.6674 5.1750
79 H 4.4288 -0.0619 -0.0650
80 H 5.3527 -4.7889 -3.9278
81 H -1.8039 -7.4998 0.4433
82 C -3.7965 6.2505 -2.1535
83 C 2.7923 0.2286 -3.4444
84 H 3.6748 1.4851 -0.5938
85 C 1.4065 -1.4663 2.9554
86 C -0.0070 -4.5850 0.6760
87 H 1.9438 0.8984 -3.3671
88 C 3.1216 -0.5560 -2.3544
89 C 1.3139 -2.0465 4.2406
90 C -3.2490 1.3416 -1.0146
91 C 3.6176 -4.7567 -1.9209
92 H 3.3085 0.7440 -5.4602
93 C 4.9081 -1.5773 -3.5739
94 C -1.5658 4.0223 4.8420
95 Cl 0.0245 4.5466 6.9896
96 C -0.8000 2.9456 2.7722
97 H -0.2925 -3.4063 -4.3657

For the max |F|, the calculation gives 0.089 hartree/bohr. For the highest occupied orbital energy, the calculation gives -0.0676 Eh. The energy above the lowest of the compared OMol25 structures with the same formula, charge and spin is 118.3 kcal/mol. The net charge is -2. Its HOMO-LUMO gap is 5.48 eV.

***

[3]
ORCA calculation (the ωB97M-V functional and the def2-TZVPD basis) on a cluster of 2 separate species, C9H14OP2S in total at a distorted geometry.

Geometry (Å):
1 C -0.1793 1.3697 -1.0524
2 P 3.6612 -1.9152 1.2962
3 H -3.0340 -0.6266 1.7028
4 O 2.2936 3.1032 -0.6563
5 H -4.1331 0.3820 0.7942
6 C 3.4875 -0.0111 -1.0805
7 C -1.6450 -0.3940 -0.2996
8 C -0.8299 -0.7153 0.6941
9 C 0.3383 0.0434 0.8816
10 P 2.1112 1.9674 0.4960
11 H -2.8478 -2.1957 -0.0822
12 C -3.0670 -1.0938 -0.3159
13 H 2.6049 -2.5638 0.7509
14 H 0.9135 -0.2923 1.6762
15 C 0.6209 1.1141 0.0026
16 H 2.7713 3.9656 -0.3775
17 H -2.1043 1.0433 -1.8752
18 H -4.7237 -1.2751 1.1251
19 H -0.0462 2.1299 -1.7799
20 H 2.8393 -0.7126 1.6526
21 H 3.7183 0.6839 -1.7980
22 C -1.4428 0.6851 -1.1778
23 H -1.0781 -1.5031 1.3944
24 H -3.6747 -1.1153 -1.2655
25 H 2.5797 -0.6463 -1.4703
26 S 4.7122 -0.8271 -0.1800
27 C -3.8459 -0.6002 0.9443

For the max |F|, the calculation gives 0.129 hartree/bohr. For the highest occupied orbital energy (spin up / spin down), the calculation gives -0.2518 / -0.2694 Eh. The energy above the lowest of the compared OMol25 structures with the same formula, charge and spin is 51.6 kcal/mol. Its HOMO-LUMO gap (spin up / spin down) is 6.81 / 7.10 eV.